Entry from OMol25: 13 unconnected molecules or ions with the total composition C52H68N10O9 (wB97M-V/def2-TZVPD).

Net charge   0
E_HOMO   -7.38 eV
LUMO   -0.05 eV
Gap between HOMO and LUMO   7.336 eV

Element x y z (Å)
C  27.230  -4.568  -7.787
C  26.923  -5.797  -6.901
C  25.726  -6.574  -7.342
O  26.327  -7.689  -7.935
C  27.622  -7.774  -7.645
O  28.387  -8.655  -8.050
O  28.009  -6.648  -6.982
H  28.260  -4.292  -8.012
H  26.681  -3.722  -7.372
H  26.834  -4.679  -8.796
H  26.700  -5.440  -5.895
H  25.068  -5.940  -7.936
H  25.118  -6.863  -6.484
C  20.325  -8.147  -7.449
C  21.253  -7.053  -7.716
C  22.204  -7.470  -8.819
O  22.365  -6.259  -9.546
C  21.457  -5.331  -9.174
O  21.371  -4.189  -9.621
O  20.678  -5.838  -8.135
H  19.672  -7.877  -6.619
H  20.724  -9.145  -7.266
H  19.697  -8.126  -8.339
H  21.843  -6.864  -6.819
H  21.847  -8.225  -9.520
H  23.130  -7.826  -8.367
C  25.130  -12.050  -3.937
C  26.145  -11.276  -4.853
C  25.433  -10.017  -5.354
O  26.321  -8.945  -5.055
C  27.283  -9.422  -4.249
O  28.135  -8.740  -3.702
O  27.154  -10.710  -4.056
H  24.396  -12.536  -4.580
H  24.535  -11.438  -3.260
H  25.506  -12.791  -3.231
H  26.485  -11.931  -5.656
H  24.532  -9.866  -4.759
H  25.231  -10.204  -6.408
N  27.992  -7.135  -12.535
C  27.816  -8.224  -13.348
C  26.923  -9.138  -12.698
C  26.785  -8.701  -11.389
C  27.414  -7.466  -11.320
H  28.483  -6.289  -12.786
H  28.188  -8.234  -14.362
H  26.417  -10.013  -13.079
H  26.328  -9.225  -10.562
H  27.466  -6.848  -10.436
N  30.680  -0.574  -9.586
C  31.560  -0.769  -8.518
C  30.887  -1.405  -7.487
C  29.540  -1.389  -7.834
C  29.433  -1.027  -9.162
H  30.868  -0.237  -10.519
H  32.597  -0.505  -8.664
H  31.285  -1.775  -6.554
H  28.664  -1.599  -7.239
H  28.575  -0.928  -9.811
N  32.411  -8.222  -4.765
C  32.814  -9.494  -4.625
C  31.837  -10.311  -5.150
C  30.775  -9.540  -5.591
C  31.189  -8.233  -5.305
H  32.995  -7.467  -4.437
H  33.855  -9.611  -4.361
H  31.884  -11.390  -5.136
H  29.864  -9.833  -6.092
H  30.662  -7.303  -5.458
N  28.130  -3.700  -13.788
C  27.561  -3.902  -12.512
C  28.545  -3.890  -11.591
C  29.763  -3.826  -12.252
C  29.459  -3.733  -13.598
H  27.657  -3.637  -14.678
H  26.495  -4.041  -12.407
H  28.484  -3.991  -10.517
H  30.760  -3.798  -11.839
H  30.048  -3.600  -14.493
N  30.605  -9.898  -9.381
C  30.600  -9.968  -10.771
C  31.814  -10.251  -11.359
C  32.657  -10.424  -10.232
C  31.912  -10.179  -9.065
H  29.845  -9.804  -8.723
H  29.617  -9.916  -11.217
H  32.009  -10.388  -12.412
H  33.681  -10.763  -10.283
H  32.153  -10.117  -8.014
N  22.936  -4.753  -4.321
C  23.529  -3.992  -5.311
C  24.885  -3.745  -4.919
C  25.122  -4.576  -3.844
C  23.906  -5.124  -3.401
H  21.932  -4.863  -4.294
H  22.906  -3.548  -6.073
H  25.629  -3.118  -5.388
H  26.138  -4.597  -3.479
H  23.666  -5.678  -2.506
N  24.446  -1.956  -9.836
C  23.803  -1.361  -8.794
C  24.652  -0.911  -7.882
C  25.943  -1.305  -8.343
C  25.785  -1.972  -9.535
H  24.042  -2.282  -10.702
H  22.727  -1.271  -8.843
H  24.410  -0.379  -6.973
H  26.801  -0.981  -7.774
H  26.561  -2.217  -10.244
N  31.661  -7.052  -9.193
C  30.729  -6.092  -9.610
C  30.899  -4.980  -8.820
C  31.935  -5.292  -7.931
C  32.540  -6.444  -8.279
H  31.719  -7.979  -9.591
H  29.984  -6.373  -10.341
H  30.235  -4.129  -8.785
H  32.189  -4.666  -7.088
H  33.264  -7.016  -7.717
N  20.626  -9.868  -4.522
C  20.100  -8.835  -3.863
C  21.137  -7.971  -3.591
C  22.209  -8.426  -4.333
C  21.888  -9.655  -4.878
H  20.067  -10.658  -4.810
H  19.048  -8.677  -3.673
H  21.036  -7.059  -3.023
H  23.148  -7.915  -4.483
H  22.413  -10.450  -5.385
N  29.029  -6.090  -3.454
C  29.379  -5.779  -2.173
C  29.863  -4.558  -2.198
C  29.947  -4.120  -3.525
C  29.378  -5.071  -4.319
H  28.562  -6.916  -3.802
H  29.296  -6.490  -1.364
H  30.310  -4.032  -1.367
H  30.447  -3.214  -3.834
H  29.139  -5.056  -5.372